Computed, not measured: a cluster of 3 separate species, C20H51IO13P5 in total, with ωB97M-V with the def2-TZVPD basis set.

Element x y z (Å)
C  7.06  0.29  -1.54
C  6.25  0.24  -2.97
C  4.62  0.31  -2.84
P  3.94  1.70  -1.72
P  5.31  3.25  -2.51
P  5.01  4.98  -1.21
O  3.49  5.41  -1.35
O  5.43  4.57  0.47
O  6.14  6.21  -1.73
O  2.88  0.42  -1.08
C  1.58  0.36  -1.80
C  1.37  1.94  -2.28
C  0.01  2.35  -3.10
C  -1.10  2.86  -1.96
C  -1.55  1.68  -0.91
I  -0.54  1.80  1.05
O  2.70  2.28  -2.84
H  7.45  1.40  -1.35
H  6.40  -0.07  -0.63
H  8.03  -0.38  -1.53
H  6.70  1.03  -3.74
H  6.50  -0.82  -3.45
H  4.21  0.54  -3.94
H  4.14  -0.72  -2.53
H  4.71  1.39  -0.53
H  3.41  2.78  -0.88
H  4.94  3.53  -3.88
H  5.15  5.42  0.97
H  6.01  6.38  -2.71
H  0.67  -0.17  -1.29
H  1.80  -0.20  -2.82
H  1.28  2.59  -1.30
H  -0.49  1.45  -3.69
H  0.20  3.19  -3.90
H  -0.71  3.79  -1.36
H  -2.05  3.20  -2.56
H  -2.71  1.88  -0.68
H  -1.43  0.63  -1.41
O  -4.72  -0.92  -2.31
P  -6.19  -0.70  -2.73
O  -6.79  -0.74  -1.18
C  -6.63  0.42  -0.39
C  -7.67  1.47  -0.75
O  -6.47  -2.31  -3.06
C  -5.43  -3.10  -3.63
C  -4.79  -3.97  -2.56
O  -7.84  -0.46  -3.20
C  -8.14  -0.57  -4.58
C  -8.80  -1.90  -4.88
H  -5.62  0.82  -0.48
H  -6.78  0.12  0.66
H  -7.49  1.85  -1.76
H  -7.64  2.31  -0.06
H  -8.68  1.04  -0.75
H  -4.68  -2.48  -4.14
H  -5.87  -3.75  -4.39
H  -4.42  -3.36  -1.72
H  -3.95  -4.54  -2.96
H  -5.53  -4.66  -2.14
H  -7.23  -0.42  -5.19
H  -8.83  0.24  -4.83
H  -8.05  -2.69  -4.98
H  -9.34  -1.86  -5.83
H  -9.48  -2.20  -4.08
O  2.34  -2.81  3.64
P  2.07  -1.75  4.74
O  3.57  -1.08  4.65
C  3.85  -0.19  3.58
C  3.25  1.18  3.85
O  2.40  -2.79  6.00
C  2.04  -4.16  5.90
C  3.27  -5.00  5.56
O  1.76  -0.57  5.96
C  0.57  -0.72  6.72
C  0.89  -1.29  8.09
H  3.48  -0.60  2.64
H  4.94  -0.10  3.50
H  2.16  1.13  3.84
H  3.57  1.90  3.10
H  3.55  1.55  4.84
H  1.24  -4.31  5.16
H  1.65  -4.48  6.87
H  3.76  -4.65  4.65
H  3.00  -6.05  5.43
H  4.01  -4.92  6.37
H  -0.15  -1.34  6.19
H  0.14  0.28  6.84
H  1.00  -2.38  8.04
H  0.08  -1.09  8.80
H  1.83  -0.89  8.49

For the orbital gap, the calculation gives 3.25 eV. The multiplicity is 1. As for the largest force on an atom: 9.620 eV/Å. Its electronic energy is -3775.02363 Eh. As for the net charge: -1. Its LUMO energy is -0.691 eV.

Computed, not measured: a structure of composition C20H51N11O5PTi, with ωB97M-V with the def2-TZVPD basis set.

Element x y z (Å)
Ti  0.50  0.23  0.21
N  0.16  1.94  -1.20
C  1.42  2.10  -1.94
C  1.73  0.79  -2.66
N  1.45  -0.41  -1.83
C  2.70  -1.04  -1.33
C  3.57  -0.09  -0.53
N  2.78  0.51  0.56
C  0.73  -1.48  -2.58
C  -0.46  -1.09  -3.45
N  -1.40  -0.15  -2.83
H  -0.55  1.58  -1.84
H  -0.18  2.81  -0.81
H  2.20  2.37  -1.23
H  1.36  2.90  -2.69
H  2.76  0.79  -3.02
H  1.10  0.75  -3.55
H  3.28  -1.45  -2.17
H  2.41  -1.89  -0.71
H  3.95  0.71  -1.16
H  4.44  -0.64  -0.17
H  3.25  1.30  0.97
H  2.65  -0.18  1.31
H  0.42  -2.22  -1.85
H  1.44  -1.99  -3.25
H  -0.94  -2.04  -3.72
H  -0.12  -0.65  -4.39
H  -1.79  -0.56  -1.98
H  -2.17  0.04  -3.46
N  -0.52  1.48  4.82
C  -0.85  2.72  4.02
C  0.26  2.98  3.04
N  0.36  1.94  2.02
H  -1.22  1.30  5.53
H  0.38  1.57  5.29
H  -0.46  0.55  4.16
H  -0.99  3.55  4.71
H  -1.79  2.53  3.49
H  1.21  3.06  3.57
H  0.10  3.95  2.56
H  -0.58  1.82  1.62
H  0.58  1.08  2.52
N  -1.15  -5.20  1.13
C  -1.36  -4.28  0.46
N  -1.63  -3.30  -0.39
C  -1.42  -2.07  -0.12
N  -1.28  -0.91  -0.06
C  -3.75  -0.09  1.79
N  -4.04  0.72  0.62
C  -3.25  1.72  0.19
N  -3.59  2.26  -1.04
O  -2.27  2.15  0.80
H  -4.53  0.03  2.55
H  -2.79  0.20  2.19
H  -3.68  -1.14  1.52
H  -4.78  0.40  0.01
H  -4.52  2.12  -1.40
H  -3.19  3.16  -1.21
C  2.85  -2.81  4.36
C  2.65  -1.33  4.64
C  2.70  -1.04  6.14
C  3.70  -0.51  3.91
O  1.33  -0.84  4.23
P  0.35  -1.41  3.10
O  -0.88  -0.51  3.25
O  1.02  -1.34  1.75
O  0.03  -2.91  3.41
C  -1.01  -3.49  4.27
C  -0.61  -4.95  4.40
C  -2.35  -3.36  3.57
C  -1.01  -2.80  5.63
H  3.88  -3.07  4.62
H  2.70  -3.05  3.31
H  2.19  -3.43  4.96
H  3.64  -1.40  6.56
H  1.88  -1.54  6.65
H  2.63  0.03  6.32
H  4.68  -0.68  4.35
H  3.46  0.55  3.97
H  3.75  -0.81  2.86
H  -0.52  -5.40  3.41
H  -1.37  -5.49  4.97
H  0.34  -5.04  4.93
H  -2.34  -3.91  2.63
H  -2.60  -2.32  3.38
H  -3.13  -3.79  4.21
H  -0.02  -2.88  6.09
H  -1.73  -3.29  6.28
H  -1.28  -1.75  5.54

For the orbital gap (alpha / beta), the calculation gives 6.56 / 8.61 eV. The multiplicity is 3. As for the largest force on an atom: 1.096 eV/Å. Its electronic energy is -2962.08977 Eh. As for the net charge: +1. Its LUMO energy (alpha / beta) is -2.139 / -2.139 eV.

Computed, not measured: a structure of composition C20H51N6P2RhSb, with ωB97M-V with the def2-TZVPD basis set.

Element x y z (Å)
Rh  12.29  10.32  11.89
C  11.60  8.87  15.16
P  12.23  10.40  14.20
C  11.47  11.67  15.20
C  13.96  10.44  14.87
C  14.94  9.61  14.02
P  14.73  9.90  12.19
C  15.84  11.39  11.90
C  15.69  8.70  11.32
H  11.96  8.89  16.24
H  11.86  7.95  14.62
H  10.49  8.88  15.11
H  11.74  11.49  16.26
H  10.40  11.62  15.14
H  11.85  12.69  14.93
H  13.98  10.22  15.95
H  14.28  11.48  14.70
H  14.77  8.45  14.16
H  16.01  9.74  14.31
H  16.89  11.10  11.99
H  15.76  12.12  12.72
H  15.77  11.81  10.86
H  16.76  8.67  11.50
H  15.61  8.86  10.22
H  15.32  7.70  11.48
C  13.30  12.83  6.64
N  13.64  11.71  7.51
C  13.54  10.47  6.85
C  13.22  11.74  8.84
N  12.67  10.80  9.48
N  13.59  12.92  9.46
C  13.19  13.42  10.69
N  13.51  14.71  10.76
N  12.68  12.72  11.62
H  13.69  12.65  5.61
H  13.65  13.76  7.02
H  12.20  12.90  6.54
H  14.13  10.41  5.95
H  12.53  10.18  6.53
H  13.94  9.71  7.48
H  12.33  10.00  8.95
H  14.32  13.45  8.95
H  13.50  15.16  9.86
H  13.20  15.17  11.58
H  12.36  13.29  12.43
C  9.61  14.11  12.74
C  8.69  12.86  12.64
Sb  9.68  11.30  11.49
C  9.38  11.93  9.41
C  9.68  13.39  9.14
C  8.01  9.88  11.52
C  8.08  8.83  12.62
H  9.16  14.98  13.22
H  9.86  14.40  11.70
H  10.58  13.95  13.21
H  7.69  12.99  12.15
H  8.51  12.36  13.56
H  8.33  11.65  9.12
H  10.06  11.30  8.84
H  8.90  14.00  9.60
H  9.59  13.63  8.07
H  10.67  13.59  9.44
H  8.08  9.38  10.55
H  7.12  10.49  11.57
H  8.95  8.27  12.56
H  7.24  8.18  12.53
H  7.94  9.32  13.59
C  10.43  7.54  9.60
C  11.40  7.19  10.69
C  12.69  6.58  10.08
C  10.85  6.17  11.76
N  11.71  8.36  11.50
H  10.12  6.65  9.09
H  10.92  8.17  8.82
H  9.55  8.04  10.04
H  12.44  5.54  9.73
H  13.52  6.53  10.77
H  13.06  7.15  9.19
H  10.14  5.37  11.41
H  10.32  6.70  12.49
H  11.66  5.75  12.31

For the orbital gap (alpha / beta), the calculation gives 6.15 / 8.43 eV. The multiplicity is 5. As for the largest force on an atom: 2.880 eV/Å. Its electronic energy is -2154.37903 Eh. As for the net charge: +1. Its LUMO energy (alpha / beta) is -1.904 / -2.300 eV.